1.
This record from OMol25 describes an isolated molecule of C2H4NOP in a non-equilibrium geometry. The level of theory is ωB97M-V with the def2-TZVPD basis set.

```
9
C2H4NOP ωB97M-V with the def2-TZVPD basis set
P 1.05596 -0.73314 -0.61766
H 0.62186 -1.80226 -1.59295
H 1.60199 0.17270 -1.66309
H -0.71446 -0.07317 1.99335
C 0.12103 1.71528 1.28205
H -1.79276 0.92442 0.76247
C -0.73838 0.60966 1.08003
N 0.82444 2.59342 1.36065
O -0.32948 0.02601 -0.49229
```

## Properties
Electronic energy   -14962.569 eV
LUMO   -0.12 eV
Relative energy (zero: lowest compared OMol25 entry of this formula, charge and spin)   47.9 kcal/mol
SMILES string   N#CCOP
Charge   0

---

2.
This record from OMol25 describes a structure of composition C4H6GdO in a non-equilibrium geometry. The level of theory is ωB97M-V with the def2-TZVPD basis set.

```
12
C4H6GdO ωB97M-V with the def2-TZVPD basis set
C 1.26155 0.15745 0.26580
H 0.35472 1.42961 -1.19647
H -0.20631 -1.04875 -1.92434
Gd -3.90291 -1.99356 -1.56281
C 0.86886 0.14596 1.63639
H 1.10955 1.05514 2.20029
O -1.88706 -0.52639 -0.93869
H 1.20039 -0.75146 2.17090
H -0.43237 0.64013 0.98058
H 2.19598 0.67510 0.03486
C 0.12148 0.61523 -0.49627
C -0.68387 -0.39847 -1.17022
```

## Properties
Electronic energy   -27102.095 eV
LUMO (alpha / beta)   -10.61 / -9.28 eV
Relative energy (zero: lowest compared OMol25 entry of this formula, charge and spin)   6.6 kcal/mol
2S+1   9
Charge   +2

---

3.
This record from OMol25 describes an isolated molecule of C2H3BrFI in a non-equilibrium geometry. The level of theory is ωB97M-V with the def2-TZVPD basis set.

```
8
C2H3BrFI ωB97M-V with the def2-TZVPD basis set
H 0.74194 0.74036 -1.35915
H -0.84296 -0.68519 0.50276
C 0.23264 -0.56390 0.43626
H 0.91519 -0.86008 1.34896
Br 0.09678 2.37951 0.56243
I 0.41231 -2.26177 -0.93889
F 2.18268 0.75139 0.10804
C 0.84918 0.67313 -0.19813
```

## Properties
Electronic energy   -82982.612 eV
LUMO   -0.16 eV
Relative energy (zero: lowest compared OMol25 entry of this formula, charge and spin)   5.4 kcal/mol
SMILES string   F[C@H](Br)CI
Charge   0